A structure of composition C36H104HfN8O13 at a distorted geometry, computed with wB97M-V/def2-TZVPD.

Structure (XYZ):
```
162
Properties=species:S:1:pos:R:3:lowdin_charge:R:1
Hf -11.266 33.780 14.906 2.196
C -14.893 35.564 13.008 -0.054
C -13.903 34.470 12.603 -0.352
O -13.132 33.826 13.556 -0.327
H -15.590 35.254 13.789 0.063
H -15.419 36.040 12.181 0.074
H -14.409 36.439 13.452 0.052
H -13.267 34.934 11.836 0.089
H -14.400 33.803 11.887 0.106
C -12.743 37.993 15.208 -0.053
C -11.303 37.462 15.391 -0.337
O -11.120 36.115 15.040 -0.377
H -13.468 37.282 15.604 0.038
H -12.906 38.220 14.156 0.066
H -12.868 38.881 15.827 0.091
H -10.956 37.583 16.423 0.113
H -10.545 38.072 14.892 0.116
O -10.236 34.728 12.831 -0.137
H -10.747 34.469 12.037 0.002
H -9.645 35.427 12.526 0.098
O -13.156 34.446 16.255 -0.133
H -13.189 35.013 17.038 0.102
H -14.062 34.069 16.168 0.044
O -10.904 32.101 13.017 -0.136
H -10.144 31.642 12.637 0.095
H -11.672 31.816 12.462 0.023
C -10.339 35.210 8.379 -0.051
C -11.423 34.305 8.967 -0.416
C -11.623 33.263 7.878 -0.165
O -12.487 32.204 8.323 -0.242
C -12.844 31.328 7.265 -0.080
N -10.887 33.858 10.236 0.060
H -10.281 36.156 8.922 0.069
H -10.505 35.609 7.376 0.101
H -9.388 34.675 8.353 0.090
H -12.311 34.929 9.087 0.111
H -10.645 32.805 7.688 0.136
H -12.061 33.569 6.926 0.137
H -11.984 30.891 6.754 0.100
H -13.433 31.879 6.528 0.087
H -13.458 30.558 7.728 0.078
H -9.911 33.673 10.022 0.098
H -11.332 32.977 10.481 0.050
C -16.454 32.707 6.411 -0.055
C -16.682 31.452 7.299 -0.410
C -17.627 31.882 8.430 -0.193
O -16.986 32.777 9.376 -0.220
C -17.677 32.848 10.637 -0.091
N -17.355 30.434 6.466 0.055
H -17.442 32.974 6.037 0.088
H -15.791 32.522 5.564 0.075
H -15.960 33.504 6.967 0.051
H -15.734 31.173 7.755 0.094
H -17.860 30.946 8.950 0.116
H -18.607 32.199 8.066 0.132
H -17.498 31.981 11.279 0.066
H -18.744 32.987 10.463 0.097
H -17.254 33.650 11.245 0.071
H -16.759 29.721 6.065 0.075
H -17.638 30.954 5.644 0.064
C -19.461 41.616 15.207 -0.067
C -18.954 41.374 13.805 -0.434
C -18.623 39.921 13.541 -0.207
O -18.030 39.822 12.246 -0.183
C -17.864 38.499 11.763 -0.093
N -20.005 41.926 12.919 0.040
H -19.707 42.661 15.396 0.085
H -18.741 41.223 15.925 0.079
H -20.454 41.175 15.327 0.075
H -18.052 41.943 13.573 0.141
H -19.557 39.362 13.642 0.120
H -17.856 39.636 14.268 0.111
H -18.833 37.995 11.799 0.093
H -17.159 37.954 12.399 0.057
H -17.497 38.517 10.738 0.078
H -20.917 41.526 13.124 0.069
H -19.884 41.561 11.977 0.065
C -20.502 37.915 16.055 -0.067
C -19.543 36.937 15.481 -0.441
C -18.387 36.521 16.409 -0.183
O -17.437 37.537 16.635 -0.160
C -16.466 37.656 15.633 -0.130
N -20.294 35.747 15.081 0.038
H -21.206 38.299 15.316 0.085
H -19.957 38.759 16.486 0.078
H -21.139 37.586 16.879 0.089
H -19.207 37.282 14.501 0.111
H -17.948 35.594 16.024 0.095
H -18.764 36.295 17.408 0.136
H -16.794 37.479 14.606 0.064
H -15.638 36.984 15.894 0.061
H -16.009 38.647 15.623 0.094
H -21.045 35.448 15.683 0.074
H -19.728 34.984 14.741 0.058
C -14.981 30.233 10.409 -0.037
C -14.202 30.781 11.582 -0.394
C -13.885 29.826 12.720 -0.206
O -15.026 29.126 13.178 -0.175
C -14.727 28.435 14.348 -0.119
N -12.935 31.268 11.013 0.052
H -14.541 29.366 9.907 0.099
H -15.190 30.992 9.660 0.055
H -15.905 29.769 10.766 0.094
H -14.744 31.603 12.056 0.110
H -13.415 30.398 13.527 0.107
H -13.247 29.034 12.310 0.140
H -15.576 27.810 14.627 0.102
H -14.523 29.109 15.187 0.077
H -13.943 27.683 14.210 0.099
H -12.518 30.494 10.506 0.099
H -13.109 31.964 10.295 0.059
C -10.964 41.578 10.253 -0.051
C -10.893 40.056 10.161 -0.456
C -12.196 39.308 9.870 -0.168
O -11.888 37.906 9.889 -0.239
C -11.963 37.272 11.152 -0.093
N -9.807 39.734 9.233 0.049
H -11.458 42.042 9.397 0.084
H -10.006 42.068 10.406 0.084
H -11.637 41.782 11.089 0.077
H -10.606 39.627 11.128 0.116
H -12.459 39.605 8.852 0.135
H -13.022 39.599 10.522 0.131
H -11.527 36.277 11.093 0.049
H -12.939 37.407 11.622 0.087
H -11.240 37.746 11.830 0.083
H -9.935 38.769 8.932 0.054
H -10.093 40.182 8.362 0.081
C -16.917 32.014 14.195 -0.019
C -16.519 32.638 15.579 -0.375
C -17.127 31.865 16.709 -0.235
O -18.514 32.045 16.784 -0.184
C -19.129 31.641 17.992 -0.088
N -15.060 32.496 15.619 0.035
H -17.950 32.160 13.885 0.090
H -16.646 30.958 14.203 0.080
H -16.248 32.514 13.489 0.045
H -16.812 33.686 15.651 0.122
H -16.701 32.229 17.653 0.129
H -16.955 30.783 16.661 0.135
H -19.510 32.530 18.496 0.093
H -18.617 30.849 18.538 0.096
H -20.085 31.178 17.727 0.089
H -14.777 31.522 15.621 0.078
H -14.761 32.855 14.717 0.028
C -15.307 35.692 8.812 -0.064
C -15.037 36.675 7.660 -0.389
C -15.728 38.046 7.810 -0.224
O -15.347 38.872 6.742 -0.182
C -16.275 39.907 6.517 -0.103
N -13.584 36.891 7.626 0.068
H -16.354 35.618 9.122 0.076
H -14.766 36.109 9.664 0.061
H -15.062 34.663 8.549 0.053
H -15.399 36.261 6.717 0.140
H -15.426 38.533 8.746 0.121
H -16.814 37.912 7.833 0.123
H -16.003 40.699 5.826 0.093
H -16.603 40.344 7.467 0.083
H -17.199 39.405 6.204 0.088
H -13.222 35.943 7.584 0.041
H -13.292 37.223 8.543 0.035
```

## Properties
Electronic energy, a.u.: -2897.36970
LUMO, eV: -9.123
Total charge: +2
HOMO level, hartree: -0.442

=====

A cluster of 12 separate species, C36H104N8O12 in total at a distorted geometry, computed with wB97M-V/def2-TZVPD.

Structure (XYZ):
```
160
Properties=species:S:1:pos:R:3:lowdin_charge:R:1
C -3.578 3.982 5.925 -0.067
C -3.761 2.518 5.499 -0.455
C -2.969 2.218 4.227 -0.224
O -3.060 0.838 3.963 -0.196
C -2.529 0.413 2.728 -0.100
N -3.476 1.620 6.600 0.040
H -2.520 4.211 6.113 0.078
H -4.160 4.203 6.817 0.075
H -3.927 4.652 5.133 0.074
H -4.821 2.367 5.244 0.141
H -1.912 2.566 4.300 0.133
H -3.447 2.784 3.395 0.123
H -2.758 1.121 1.909 0.073
H -2.933 -0.573 2.494 0.083
H -1.434 0.332 2.798 0.073
H -2.501 1.708 6.875 0.077
H -3.583 0.661 6.281 0.068
C -3.958 -3.903 2.800 -0.069
C -5.329 -4.062 2.177 -0.441
C -5.706 -2.983 1.098 -0.178
O -4.752 -2.757 0.038 -0.208
C -4.805 -1.461 -0.585 -0.103
N -5.368 -5.419 1.669 0.025
H -3.860 -2.900 3.234 0.073
H -3.188 -4.014 2.040 0.052
H -3.794 -4.632 3.597 0.084
H -6.095 -3.956 2.962 0.137
H -5.871 -2.028 1.637 0.118
H -6.667 -3.299 0.645 0.120
H -4.662 -0.683 0.181 0.081
H -5.745 -1.256 -1.116 0.091
H -3.965 -1.427 -1.286 0.064
H -4.664 -5.459 0.925 0.079
H -6.271 -5.579 1.218 0.073
C 3.637 -1.367 5.223 -0.056
C 3.306 -1.788 3.797 -0.449
C 1.874 -1.505 3.348 -0.196
O 1.007 -2.435 3.985 -0.182
C -0.350 -2.428 3.568 -0.087
N 4.145 -1.070 2.864 0.044
H 2.975 -1.863 5.936 0.078
H 3.491 -0.280 5.299 0.072
H 4.672 -1.576 5.494 0.073
H 3.434 -2.886 3.716 0.139
H 1.834 -1.643 2.247 0.104
H 1.606 -0.458 3.576 0.104
H -0.858 -1.490 3.818 0.070
H -0.856 -3.233 4.100 0.092
H -0.454 -2.599 2.484 0.067
H 5.085 -1.449 2.896 0.077
H 3.815 -1.214 1.908 0.030
C 1.223 -5.091 -4.696 -0.050
C 1.342 -3.554 -4.743 -0.406
C 0.003 -2.892 -4.424 -0.191
O -0.505 -3.354 -3.181 -0.241
C -1.727 -2.708 -2.841 -0.088
N 2.468 -3.069 -3.939 0.054
H 0.265 -5.440 -5.094 0.081
H 1.304 -5.477 -3.675 0.065
H 2.024 -5.535 -5.297 0.078
H 1.548 -3.244 -5.779 0.142
H -0.711 -3.159 -5.226 0.132
H 0.096 -1.795 -4.396 0.115
H -2.445 -2.811 -3.685 0.104
H -1.532 -1.642 -2.617 0.086
H -2.135 -3.199 -1.958 0.069
H 2.302 -3.323 -2.960 0.061
H 3.298 -3.585 -4.239 0.096
C -0.842 -4.266 0.255 -0.052
C 0.623 -3.850 0.148 -0.373
C 1.494 -5.069 -0.308 -0.171
O 1.524 -6.218 0.551 -0.187
C 2.324 -6.051 1.709 -0.103
N 0.821 -2.703 -0.771 0.078
H -1.450 -3.459 0.679 0.062
H -0.934 -5.136 0.907 0.088
H -1.264 -4.531 -0.718 0.070
H 0.972 -3.521 1.137 0.110
H 2.538 -4.736 -0.507 0.118
H 1.050 -5.440 -1.243 0.117
H 2.451 -7.033 2.157 0.086
H 1.853 -5.369 2.436 0.085
H 3.320 -5.657 1.458 0.088
H 0.200 -1.955 -0.453 0.055
H 0.456 -2.976 -1.687 0.047
C -4.434 1.727 -2.209 -0.042
C -3.242 2.643 -2.000 -0.409
C -3.526 4.126 -2.121 -0.220
O -3.973 4.418 -3.427 -0.180
C -4.155 5.795 -3.658 -0.111
N -2.604 2.375 -0.676 0.056
H -5.213 1.926 -1.460 0.090
H -4.087 0.700 -2.079 0.054
H -4.867 1.819 -3.202 0.084
H -2.501 2.404 -2.773 0.134
H -2.604 4.684 -1.872 0.120
H -4.299 4.426 -1.377 0.137
H -4.875 5.920 -4.469 0.088
H -3.205 6.280 -3.930 0.089
H -4.550 6.297 -2.758 0.088
H -3.305 2.562 0.048 0.084
H -1.841 3.044 -0.544 0.032
C 0.605 3.216 -2.609 -0.050
C 0.852 4.643 -2.162 -0.413
C 0.574 4.898 -0.638 -0.154
O -0.663 4.355 -0.160 -0.265
C -0.955 4.881 1.131 -0.086
N 2.224 4.911 -2.562 0.046
H 1.270 2.521 -2.084 0.066
H 0.781 3.140 -3.688 0.095
H -0.419 2.909 -2.409 0.054
H 0.200 5.302 -2.753 0.137
H 0.601 5.979 -0.407 0.127
H 1.396 4.416 -0.077 0.118
H -0.097 4.764 1.810 0.088
H -1.813 4.347 1.549 0.079
H -1.185 5.954 1.054 0.095
H 2.845 4.256 -2.075 0.043
H 2.512 5.854 -2.303 0.083
C 6.013 3.973 -3.246 -0.067
C 5.487 2.547 -3.316 -0.427
C 5.070 1.962 -1.953 -0.174
O 4.081 2.771 -1.273 -0.223
C 3.668 2.094 -0.088 -0.095
N 4.368 2.591 -4.226 0.051
H 5.245 4.636 -2.819 0.070
H 6.299 4.351 -4.227 0.076
H 6.895 4.028 -2.591 0.078
H 6.248 1.867 -3.740 0.146
H 5.935 1.819 -1.280 0.129
H 4.614 0.977 -2.147 0.092
H 4.525 1.835 0.547 0.097
H 3.122 1.164 -0.322 0.072
H 3.005 2.763 0.460 0.068
H 3.645 3.201 -3.845 0.050
H 4.012 1.659 -4.393 0.026
C 2.283 0.240 -3.586 -0.160
O 3.221 -0.232 -4.559 -0.141
H 1.242 0.047 -3.878 0.076
H 2.463 -0.205 -2.596 0.065
H 2.414 1.309 -3.496 0.032
H 3.098 -1.200 -4.587 0.035
C 0.072 0.412 -0.035 -0.156
O -1.150 -0.127 -0.556 -0.176
H 0.865 0.335 -0.788 0.056
H -0.029 1.470 0.226 0.070
H 0.394 -0.133 0.869 0.068
H -1.792 0.636 -0.596 0.034
C 4.317 -1.870 -0.781 -0.163
O 3.231 -1.535 0.033 -0.199
H 5.209 -2.022 -0.165 0.082
H 4.118 -2.810 -1.328 0.069
H 4.523 -1.091 -1.533 0.060
H 2.382 -1.799 -0.429 0.034
C 1.941 2.210 3.192 -0.178
O 2.742 3.284 3.656 -0.114
H 1.580 1.616 4.050 0.072
H 1.059 2.631 2.683 0.070
H 2.471 1.520 2.526 0.060
H 3.413 2.911 4.233 0.075
```

## Properties
Electronic energy, a.u.: -2774.77098
LUMO, eV: 0.447
SMILES string: COC[C@H](C)N.COC[C@H](C)N.COC[C@H](C)N.COC[C@H](C)N.COC[C@H](C)N.COC[C@H](C)N.COC[C@H](C)N.COC[C@H](C)N.CO.CO.CO.CO
Total charge: 0
HOMO level, hartree: -0.314
Energy relative to the best compared isomer or geometry (same formula, charge and spin), kJ/mol: 0.0

=====

A cluster of 12 separate species, C36H105N9O12 in total at a distorted geometry, computed with wB97M-V/def2-TZVPD.

Structure (XYZ):
```
162
Properties=species:S:1:pos:R:3:lowdin_charge:R:1
O 5.282 2.122 4.032 -0.078
H 4.754 1.347 3.842 -0.027
H 5.315 2.599 3.202 0.019
O 3.714 0.941 -1.329 -0.063
H 3.345 1.690 -1.798 -0.020
H 4.094 0.392 -2.014 0.041
O 4.233 0.130 2.563 -0.069
H 3.560 0.033 1.889 -0.036
H 5.029 -0.216 2.159 0.052
C -1.842 -3.320 -4.686 -0.035
C -2.942 -2.271 -5.036 -0.348
C -4.143 -2.433 -4.070 -0.178
O -3.692 -1.946 -2.795 -0.224
C -4.687 -1.449 -1.950 -0.119
N -2.467 -0.853 -4.876 0.051
H -1.059 -3.204 -5.436 0.071
H -2.282 -4.312 -4.785 0.081
H -1.382 -3.226 -3.703 0.062
H -3.283 -2.494 -6.047 0.134
H -4.381 -3.496 -4.093 0.117
H -5.065 -1.918 -4.341 0.118
H -5.388 -2.223 -1.638 0.086
H -5.310 -0.703 -2.443 0.092
H -4.339 -1.033 -1.005 0.068
H -3.168 -0.174 -5.135 0.083
H -2.329 -0.743 -3.881 0.049
C -6.696 -1.319 1.610 -0.045
C -5.907 -0.418 2.585 -0.422
C -4.390 -0.454 2.337 -0.192
O -3.847 -1.772 2.468 -0.161
C -2.502 -1.855 2.111 -0.115
N -6.487 0.920 2.575 0.030
H -6.450 -1.308 0.548 0.062
H -7.771 -1.145 1.662 0.070
H -6.617 -2.342 1.977 0.078
H -6.070 -0.780 3.600 0.131
H -3.852 0.210 3.013 0.103
H -4.305 0.038 1.368 0.116
H -1.867 -1.031 2.438 0.079
H -2.350 -1.994 1.041 0.069
H -2.168 -2.778 2.583 0.084
H -7.475 0.833 2.385 0.058
H -6.460 1.336 3.494 0.070
C 0.914 1.445 -4.210 -0.051
C 0.080 1.535 -5.447 -0.441
C 0.628 2.507 -6.548 -0.173
O -0.365 2.620 -7.571 -0.207
C 0.003 3.384 -8.730 -0.085
N 0.126 0.274 -6.116 0.030
H 1.842 0.910 -4.412 0.070
H 0.411 0.836 -3.459 0.057
H 1.120 2.424 -3.776 0.060
H -0.948 1.790 -5.190 0.135
H 1.597 2.174 -6.920 0.130
H 0.832 3.498 -6.142 0.108
H 0.727 2.932 -9.408 0.086
H 0.345 4.345 -8.345 0.077
H -0.888 3.605 -9.318 0.084
H -0.389 0.646 -6.901 0.070
H -0.565 -0.311 -5.669 0.034
C -0.134 -0.001 9.241 -0.087
C -1.257 0.756 8.646 -0.415
C -1.536 0.077 7.286 -0.199
O -0.405 0.073 6.427 -0.215
C -0.425 -0.912 5.413 -0.104
N -2.431 0.778 9.592 0.047
H 0.772 -0.159 8.655 0.082
H -0.526 -1.013 9.340 0.089
H 0.269 0.432 10.157 0.084
H -0.974 1.787 8.433 0.118
H -2.272 0.662 6.735 0.121
H -1.904 -0.947 7.346 0.122
H -0.357 -1.909 5.848 0.083
H 0.443 -0.854 4.756 0.090
H -1.381 -1.044 4.906 0.073
H -1.942 0.739 10.475 0.053
H -2.903 -0.115 9.591 0.060
C 3.614 -3.613 -5.290 -0.057
C 2.336 -2.729 -5.179 -0.411
C 1.800 -2.735 -3.754 -0.177
O 1.344 -4.059 -3.349 -0.185
C 1.031 -4.154 -1.989 -0.117
N 2.682 -1.357 -5.636 0.032
H 3.815 -3.924 -6.315 0.067
H 3.589 -4.539 -4.715 0.069
H 4.461 -3.026 -4.938 0.071
H 1.563 -3.050 -5.876 0.126
H 0.983 -2.014 -3.797 0.097
H 2.519 -2.376 -3.018 0.126
H 0.482 -5.083 -1.832 0.094
H 0.321 -3.374 -1.713 0.055
H 1.931 -4.107 -1.377 0.087
H 1.771 -0.932 -5.741 0.000
H 3.064 -1.333 -6.571 0.070
C 2.360 5.121 -0.757 -0.072
C 2.412 4.555 -2.139 -0.435
C 2.482 5.741 -3.113 -0.197
O 2.208 5.396 -4.475 -0.202
C 2.494 6.449 -5.410 -0.097
N 3.530 3.615 -2.235 0.053
H 2.292 4.379 0.039 0.066
H 1.540 5.823 -0.606 0.088
H 3.240 5.733 -0.562 0.087
H 1.461 4.028 -2.218 0.128
H 3.419 6.287 -3.000 0.127
H 1.706 6.457 -2.844 0.121
H 3.533 6.777 -5.388 0.084
H 1.772 7.261 -5.321 0.089
H 2.455 6.045 -6.422 0.077
H 3.820 3.417 -3.182 0.090
H 4.268 4.096 -1.742 0.087
C 1.671 1.871 1.566 -0.043
C 1.076 0.470 1.299 -0.375
C 0.034 0.425 0.140 -0.168
O -0.335 -0.922 -0.144 -0.224
C -1.104 -1.106 -1.344 -0.098
N 2.174 -0.365 0.888 0.039
H 2.485 1.893 2.289 0.063
H 0.895 2.585 1.841 0.065
H 2.259 2.270 0.739 0.063
H 0.621 0.075 2.208 0.126
H 0.508 0.829 -0.755 0.118
H -0.868 1.001 0.348 0.124
H -1.386 -2.156 -1.263 0.073
H -0.584 -0.901 -2.280 0.067
H -2.019 -0.515 -1.310 0.080
H 2.419 0.156 0.058 0.038
H 1.789 -1.178 0.429 0.082
C 4.029 -5.750 2.679 -0.074
C 2.871 -6.179 1.772 -0.402
C 1.810 -5.010 1.652 -0.202
O 0.730 -5.342 0.825 -0.220
C -0.506 -4.618 0.962 -0.080
N 3.409 -6.567 0.444 0.038
H 4.744 -6.545 2.887 0.077
H 3.548 -5.536 3.633 0.073
H 4.619 -4.892 2.357 0.077
H 2.418 -7.075 2.196 0.132
H 2.247 -4.101 1.238 0.119
H 1.445 -4.822 2.661 0.115
H -1.225 -5.173 0.359 0.096
H -0.575 -3.602 0.571 0.057
H -0.754 -4.599 2.023 0.079
H 3.934 -5.735 0.216 0.058
H 2.625 -6.671 -0.184 0.056
C 1.496 2.949 5.126 -0.044
C 0.233 3.813 5.121 -0.389
C -0.931 3.225 4.308 -0.207
O -2.136 4.012 4.411 -0.197
C -3.180 3.506 3.533 -0.078
N -0.162 3.915 6.542 0.051
H 2.383 3.459 5.503 0.087
H 1.561 2.597 4.097 0.045
H 1.434 2.064 5.759 0.070
H 0.404 4.754 4.597 0.133
H -1.102 2.170 4.524 0.112
H -0.783 3.187 3.228 0.097
H -4.149 3.925 3.804 0.085
H -3.239 2.423 3.644 0.061
H -2.979 3.805 2.504 0.084
H 0.144 3.105 7.062 0.038
H -1.158 3.762 6.598 0.054
```

## Properties
Electronic energy, a.u.: -2830.02521
LUMO, eV: 0.426
SMILES string: COC[C@H](C)N.COC[C@H](C)N.COC[C@H](C)N.COC[C@H](C)N.COC[C@H](C)N.COC[C@H](C)N.COC[C@H](C)N.COC[C@H](C)N.COC[C@H](C)N.O.O.O
Total charge: 0
HOMO level, hartree: -0.328
Energy relative to the best compared isomer or geometry (same formula, charge and spin), kJ/mol: 313.4